{"formula": "C8H22CrO6", "method": "the ωB97M-V functional and the def2-TZVPD basis", "symbols": ["Cr", "O", "O", "O", "O", "O", "O", "C", "C", "C", "C", "C", "C", "C", "C", "H", "H", "H", "H", "H", "H", "H", "H", "H", "H", "H", "H", "H", "H", "H", "H", "H", "H", "H", "H", "H", "H"], "xyz": [[0.1465, -0.6226, -0.1925], [2.3924, -1.1602, -0.5739], [0.6745, 1.5130, -0.7056], [0.2603, -2.4143, 0.8819], [-2.0404, -0.6909, -0.0834], [0.4615, 0.0350, 1.9255], [0.2529, -1.4030, -2.3758], [0.9857, -2.2833, 2.1358], [0.4159, -1.1086, 2.8751], [1.5678, -1.8426, -2.7479], [0.6151, 3.9494, 0.0438], [-4.1645, 0.6317, -0.0470], [2.5997, -1.0844, -1.8882], [-2.9489, 0.0307, 0.6985], [0.3785, 2.8781, -1.0274], [0.1914, 0.7710, 2.4795], [-3.8391, 1.2980, -0.8459], [1.7411, -2.9141, -2.6481], [-0.7063, 2.8956, -1.1325], [0.3883, 4.9212, -0.3947], [1.6150, -1.3731, -3.7305], [3.0784, -0.5904, -0.2186], [-0.3528, -1.2127, -3.0959], [0.9358, -1.0153, 3.8286], [-4.5383, 1.2854, 0.7410], [0.6050, 3.3232, -1.9963], [2.0604, -2.1142, 2.0687], [0.0727, 3.7176, 0.9604], [2.5193, -0.0262, -2.1368], [-2.4329, 0.7642, 1.3181], [3.5531, -1.4696, -2.2499], [1.6855, 3.9882, 0.2459], [0.8243, -3.2140, 2.6797], [-0.3625, -3.1368, 0.9901], [-0.5713, -1.4940, 3.1301], [-4.8937, -0.1118, -0.3687], [-3.1701, -0.7203, 1.4568]], "forces_ev_per_a": [[-2.28, 2.67, -0.94], [-0.39, -0.90, 3.48], [0.90, 0.24, -0.21], [1.30, -0.43, 0.62], [2.05, 0.17, -0.92], [0.17, -1.77, 2.97], [-0.06, -0.84, 1.34], [-0.06, -0.08, 0.07], [-0.47, -0.65, -0.90], [-0.48, 2.07, 0.16], [1.23, -0.77, -0.52], [1.17, 0.13, 1.42], [-0.44, 0.62, -4.77], [1.21, -1.52, -0.50], [-2.46, -1.42, 1.01], [-0.11, 0.67, -0.54], [0.05, -0.31, -0.20], [-0.48, -0.09, -0.37], [-0.70, 0.05, -0.03], [-0.45, 0.09, 0.26], [1.12, -1.01, -0.44], [-0.28, 0.26, 0.81], [0.23, -0.08, -0.10], [0.33, 0.75, -0.18], [-0.91, 0.10, -0.17], [1.34, -0.59, -0.47], [0.02, -0.32, -1.08], [-0.05, 0.25, -0.04], [0.08, 0.18, -0.56], [0.06, 0.98, -0.23], [0.45, -0.08, 0.36], [0.18, -0.01, 0.40], [0.15, 0.13, 0.27], [-0.35, 0.24, -0.32], [-0.71, 1.12, -0.14], [0.11, 0.13, -0.03], [-1.47, 0.03, 0.48]], "de_lowest_kj_mol": 248.1, "multiplicity": 5, "e_homo_ev": [-6.76, -6.90], "s_squared": 6.012, "e_tot_ha": -1813.7708, "lumo_energy_ev": [0.134, 0.123], "charge": 0}